1.
Formula: C4H9O3
Source: the Open Molecules 2025 dataset
Level of theory: wB97M-V/def2-TZVPD

The geometry in XYZ format:
```
16
C4H9O3, DFT wB97M-V/def2-TZVPD
C 0.31382 -1.67507 -1.13194
C 0.44249 -0.93147 -2.42641
O -1.03225 -1.90316 -0.75470
H 0.80712 -2.63540 -0.91097
H 0.67945 -1.01981 -0.26771
H 1.45346 -0.55976 -2.62827
H -1.42649 -1.05609 -0.49860
H -0.24644 -0.07261 -2.37598
H 0.14733 -1.54719 -3.27600
C 1.20670 1.86725 1.11510
C -0.13286 1.16095 1.24828
O -0.23301 0.40695 2.25428
O -0.88258 1.27849 0.24974
H 1.70542 1.90813 2.10000
H 1.05099 2.93396 0.88124
H 1.79291 1.32546 0.38190
```

Values from the calculation:
* HOMO: -4.14 eV
* frontier orbital gap: 8.09 eV
* total charge: -1
* E_LUMO: 4.0 eV

Here are the natural (NBO) charges for atoms 1 to 4, given in e: -0.079 -0.640 -0.755 0.166

---

2.
Formula: C4H9O3
Source: the Open Molecules 2025 dataset
Level of theory: wB97M-V/def2-TZVPD

The geometry in XYZ format:
```
16
C4H9O3, DFT wB97M-V/def2-TZVPD
C 1.94683 -0.09073 -1.29979
C 1.72178 1.32868 -1.86734
O 0.56860 -0.44061 -0.63425
H 2.07878 -0.77970 -2.15809
H 2.77054 -0.18227 -0.48231
H 2.73983 1.83307 -1.63165
H 0.53332 -1.42056 -0.48697
H 0.79876 1.63204 -1.31054
H 1.48985 1.50543 -2.96606
C -1.78447 -0.24916 2.37276
C -2.51937 -0.79969 1.10149
O -2.38232 -2.02416 0.91220
O -3.05940 0.12328 0.50251
H -2.38073 0.63541 2.63383
H -0.68756 -0.09110 2.10523
H -1.83444 -0.97994 3.20897
```

Values from the calculation:
* HOMO: -3.40 eV
* frontier orbital gap: 6.79 eV
* total charge: -1
* E_LUMO: 3.4 eV

Here are the natural (NBO) charges for atoms 1 to 4, given in e: -0.084 -0.661 -0.742 0.169

---

3.
Formula: C4H9O3
Source: the Open Molecules 2025 dataset
Level of theory: wB97M-V/def2-TZVPD

The geometry in XYZ format:
```
16
C4H9O3, DFT wB97M-V/def2-TZVPD
O -1.03665 1.69148 2.42021
C -1.09602 0.71030 1.72323
C -0.18490 0.09148 0.74988
C -0.78255 -0.39409 -0.52222
C 0.37374 -1.51653 -1.03396
O 1.29077 -1.66352 -0.10731
H -2.06250 0.09794 1.74091
H 0.50859 -0.91404 1.17144
H 0.65503 0.86574 0.59930
H -1.74251 -1.01840 -0.55224
H -0.84555 0.31165 -1.23026
H -0.32670 -2.47886 -1.02132
H 0.73535 -1.47241 -2.00437
H 2.11004 1.42657 -0.61176
H 0.71098 2.00674 -0.52622
O 1.69289 2.25596 -0.79531
```

Values from the calculation:
* HOMO: -3.29 eV
* frontier orbital gap: 7.31 eV
* total charge: -1
* E_LUMO: 4.0 eV

Here are the natural (NBO) charges for atoms 1 to 4, given in e: -0.607 0.453 -0.598 -0.477

---

Pick 1: it beats the second-best structure by 0.0489 hartree.

---

1.
Formula: C13H52O13
Source: the Open Molecules 2025 dataset
Level of theory: wB97M-V/def2-TZVPD

The geometry in XYZ format:
```
78
C13H52O13, DFT wB97M-V/def2-TZVPD
C 0.15170 -1.59060 4.32525
O 0.24543 -0.94240 3.08075
H 1.13379 -1.93938 4.67332
H -0.30915 -0.94383 5.06780
H -0.36675 -2.54787 4.25109
H 0.63333 -0.06422 3.22261
C -2.32865 1.12774 3.07859
O -3.61720 1.55956 2.58342
H -1.79791 0.79051 2.18801
H -1.85649 1.91778 3.66744
H -2.51325 0.32583 3.79085
H -3.48472 2.32130 2.01347
C -3.62906 1.28021 -0.43804
O -3.14077 1.83093 -1.67355
H -3.78687 2.13586 0.21695
H -4.57392 0.74474 -0.55512
H -2.92520 0.54643 -0.03950
H -3.61513 1.37783 -2.37718
C 3.86064 4.27584 -0.78670
O 2.78681 3.36066 -0.70285
H 3.86585 5.07604 -0.04291
H 4.80733 3.73717 -0.67985
H 3.85942 4.81613 -1.74187
H 3.10435 2.50883 -1.07312
C 0.40174 -3.40035 -2.37241
O -0.63026 -3.17341 -1.42158
H 1.33368 -3.56780 -1.82322
H 0.21588 -4.29138 -2.96870
H 0.44039 -2.56495 -3.07766
H -0.46627 -2.38045 -0.87981
C -3.66576 -1.82861 0.15575
O -3.33691 -2.09812 -1.20624
H -3.42700 -2.71496 0.75734
H -3.08395 -0.99526 0.55962
H -4.73770 -1.67057 0.22587
H -2.40079 -2.34637 -1.24721
C 4.78899 0.67562 -2.41203
O 3.54428 0.94842 -1.77140
H 5.12652 1.56163 -2.95373
H 5.54996 0.41692 -1.67528
H 4.66560 -0.09097 -3.18114
H 3.42999 0.28092 -1.06559
C 0.22728 -4.54182 1.38027
O 0.20007 -5.59820 2.33691
H -0.07029 -4.94013 0.41559
H -0.46858 -3.73368 1.63472
H 1.21526 -4.08127 1.35933
H 0.93607 -5.49275 2.94079
C -0.60402 4.01639 -1.01211
O 0.36400 4.81761 -0.40398
H -0.56638 2.99438 -0.61925
H -1.60166 4.40195 -0.77274
H -0.69231 3.95941 -2.10557
H 1.22252 4.36978 -0.48107
C 3.28462 -1.73826 0.91016
O 2.88332 -1.32670 -0.38928
H 3.00171 -2.78502 1.01985
H 4.37097 -1.68341 0.94598
H 2.87861 -1.14150 1.72895
H 1.94715 -1.52209 -0.55839
C 1.22064 2.37897 1.75039
O 1.12715 1.90869 3.10875
H 0.23163 2.59836 1.34027
H 1.95137 3.17658 1.68152
H 1.54878 1.54850 1.11389
H 1.48557 2.60839 3.65715
C -0.15907 0.24673 -0.60117
O 0.11575 -0.94899 0.11102
H 0.72548 0.75521 -0.99666
H -0.75919 -0.01759 -1.47464
H -0.72764 0.93722 0.02240
H 0.15777 -0.91927 1.07301
C -3.01659 -0.60408 -4.31828
O -3.91391 -1.68572 -4.13323
H -2.13650 -0.89639 -4.88167
H -3.54794 0.21674 -4.81566
H -2.69428 -0.21389 -3.34585
H -4.38934 -1.52954 -3.31280
```

Values from the calculation:
* HOMO: -9.82 eV
* frontier orbital gap: 10.05 eV
* total charge: 0
* E_LUMO: 0.2 eV

Here are the Löwdin charges for atoms 1 to 4, given in e: -0.141 -0.152 0.081 0.083

---

2.
Formula: C13H52O13
Source: the Open Molecules 2025 dataset
Level of theory: wB97M-V/def2-TZVPD

The geometry in XYZ format:
```
78
C13H52O13, DFT wB97M-V/def2-TZVPD
C -0.33718 -2.94343 1.06472
O 1.03141 -3.35616 1.30962
H -0.91200 -3.65651 0.47380
H -0.89762 -2.70012 1.96739
H -0.25471 -2.09669 0.38330
H 1.39631 -2.59321 1.76387
C -3.69661 0.46433 -0.73460
O -4.64330 -0.43039 -1.23166
H -3.33074 0.00442 0.18340
H -2.89230 0.55064 -1.46517
H -4.19268 1.42801 -0.61908
H -5.45953 -0.36345 -0.73077
C -1.74919 2.44297 2.15661
O -2.06548 1.54366 1.12924
H -1.99873 1.94301 3.09249
H -0.68611 2.68150 2.18904
H -2.34900 3.34473 2.03354
H -3.02493 1.57583 1.12400
C -3.24428 -2.76107 0.44398
O -2.83456 -1.68482 1.31587
H -3.73507 -3.53787 1.03035
H -3.91006 -2.37869 -0.32973
H -2.36360 -3.25202 0.02990
H -2.09362 -1.11923 1.08628
C 0.35631 3.69259 0.18405
O 1.15419 3.58246 1.40022
H -0.02504 4.69225 -0.02419
H 1.15633 3.42684 -0.50692
H -0.39596 2.92342 0.00919
H 0.70346 4.02728 2.12173
C 0.57241 2.45198 -2.48679
O 0.79607 1.22978 -3.19210
H -0.12339 2.29934 -1.66177
H 1.55337 2.74770 -2.11480
H 0.15065 3.22166 -3.13317
H 1.22098 0.54903 -2.66517
C 2.07764 -2.32284 -1.44379
O 0.89504 -1.63077 -1.14713
H 2.44716 -2.40606 -2.46586
H 3.01641 -1.91993 -1.06370
H 2.06782 -3.32418 -1.01331
H 0.12057 -2.18622 -1.26227
C 2.74722 1.76114 0.06386
O 2.42945 1.88483 1.42175
H 2.02321 1.04857 -0.33128
H 2.55421 2.72626 -0.40455
H 3.64332 1.25634 -0.29709
H 1.76392 2.57034 1.51544
C -0.40071 0.13577 -0.14499
O -1.48402 -0.57171 0.56255
H 0.48570 0.27276 0.47437
H -0.24843 -0.15898 -1.18328
H -0.60593 1.19440 -0.30400
H -1.80879 0.02846 1.23776
C -0.77808 -2.22394 -2.87575
O 0.29281 -3.02947 -3.00468
H -0.53729 -1.23706 -2.48053
H -1.38675 -2.18114 -3.77896
H -1.52890 -2.63410 -2.20037
H 0.18305 -3.68076 -3.70136
C 2.66453 -0.14715 -2.89514
O 1.72889 0.18848 -1.93538
H 3.32112 -0.91536 -2.48668
H 2.27144 -0.68726 -3.75646
H 3.28109 0.69556 -3.20783
H 1.33376 -0.59512 -1.54621
C 2.37815 -1.00874 2.30911
O 0.99255 -1.44313 2.42827
H 2.66559 -0.10336 2.84368
H 2.92112 -1.91100 2.59057
H 2.69254 -0.76451 1.29442
H 0.47323 -0.70914 2.09186
C 0.63088 0.92119 3.69765
O -0.13223 0.60701 2.52079
H 0.23603 1.81177 4.18658
H 0.52150 0.13241 4.44195
H 1.66930 1.19696 3.51402
H -0.49410 1.41003 2.13893
```

Values from the calculation:
* HOMO: -8.12 eV
* frontier orbital gap: 8.04 eV
* total charge: 0
* E_LUMO: -0.1 eV

Here are the Löwdin charges for atoms 1 to 4, given in e: -0.122 -0.128 0.072 0.108

---

3.
Formula: C13H52O13
Source: the Open Molecules 2025 dataset
Level of theory: wB97M-V/def2-TZVPD

The geometry in XYZ format:
```
78
C13H52O13, DFT wB97M-V/def2-TZVPD
C -10.66245 34.35480 -23.21055
O -10.07593 33.89906 -21.98238
H -11.52367 34.99475 -22.99970
H -9.92284 34.96476 -23.72887
H -10.94268 33.53052 -23.86921
H -10.80837 33.53373 -21.45332
C -5.95020 30.05293 -19.05265
O -5.43420 30.76483 -17.92548
H -6.76019 30.66849 -19.44148
H -5.16537 29.92760 -19.79913
H -6.32186 29.05914 -18.80305
H -5.37042 30.16373 -17.17866
C -9.33795 29.11440 -18.00663
O -10.71389 28.95830 -17.67819
H -8.98687 30.10930 -17.72710
H -8.71435 28.38542 -17.48504
H -9.20687 29.00140 -19.08821
H -10.84157 28.04863 -17.40267
C -4.98752 34.37170 -19.87488
O -3.60377 34.13463 -20.04958
H -5.41228 34.75777 -20.79777
H -5.53885 33.44661 -19.68247
H -5.14674 35.07694 -19.05892
H -3.32517 33.49973 -19.38456
C -9.92693 35.04398 -14.75089
O -9.25912 35.40296 -13.54199
H -10.91663 35.48523 -14.73100
H -9.41499 35.41741 -15.64646
H -9.96719 33.95851 -14.84852
H -8.46549 34.86687 -13.47132
C -8.70507 33.19809 -19.04824
O -9.08857 33.34260 -17.68484
H -7.63212 33.00075 -19.11668
H -9.20074 32.31741 -19.46379
H -8.98874 34.07465 -19.63324
H -8.38507 33.74584 -17.15198
C -8.05045 31.41639 -14.88153
O -8.75979 30.28045 -14.37560
H -8.67508 31.95919 -15.59495
H -7.75051 32.06917 -14.05574
H -7.16117 31.08299 -15.41435
H -9.66028 30.57732 -14.21354
C -12.41008 32.70479 -19.70597
O -12.64874 32.79779 -21.12153
H -13.32950 32.51661 -19.15605
H -11.78814 31.81330 -19.60194
H -11.84961 33.55926 -19.32934
H -13.16616 33.57076 -21.36913
C -10.02226 37.25900 -20.45362
O -9.21015 37.51799 -21.58147
H -10.35033 36.21432 -20.44570
H -9.46212 37.40765 -19.52278
H -10.87461 37.93041 -20.46152
H -8.44043 36.91621 -21.53307
C -5.72258 34.07966 -16.22101
O -7.00277 34.68221 -16.29917
H -5.59861 33.28729 -16.95050
H -4.94276 34.82251 -16.43805
H -5.48581 33.71039 -15.21751
H -7.06926 35.42970 -15.70108
C -6.89573 35.09509 -23.10796
O -7.59105 35.15500 -21.88215
H -5.85175 35.37237 -22.96132
H -6.81895 34.06999 -23.49826
H -7.37607 35.72098 -23.86288
H -8.46214 34.71112 -21.99154
C -10.11307 30.39762 -22.22113
O -11.31337 30.84393 -22.79238
H -9.52898 31.24393 -21.84429
H -10.25655 29.66494 -21.41748
H -9.50031 29.89471 -22.97038
H -11.68168 31.55193 -22.24169
C -12.10555 31.80540 -16.32076
O -11.72746 33.13881 -16.66476
H -13.06128 31.87842 -15.80937
H -12.17405 31.18013 -17.21252
H -11.36869 31.34468 -15.65496
H -10.85897 33.08877 -17.10411
```

Values from the calculation:
* HOMO: -9.79 eV
* frontier orbital gap: 10.10 eV
* total charge: 0
* E_LUMO: 0.3 eV

Here are the Löwdin charges for atoms 1 to 4, given in e: -0.102 -0.171 0.087 0.079

---

Pick 3: it beats the second-best structure by 0.0101 hartree.

---

1.
Formula: C3H11N5
Source: the Open Molecules 2025 dataset
Level of theory: wB97M-V/def2-TZVPD

The geometry in XYZ format:
```
19
C3H11N5, DFT wB97M-V/def2-TZVPD
C 0.10886 -1.08450 -1.51990
C 1.33812 0.90945 -1.18870
C 0.00436 1.12913 1.26604
N -0.77413 -2.08364 -1.25533
N 0.33956 -0.00885 -0.72923
N -0.84838 1.16651 2.50737
N -0.80646 -3.05871 -2.00239
N -0.32319 0.01013 0.37277
H 0.61428 -1.42159 -2.39092
H 0.90738 1.86128 -1.30466
H 2.19509 1.20818 -0.37604
H 1.83886 0.32907 -1.94812
H 1.04721 1.18879 1.56909
H 0.07785 2.13538 0.82888
H -0.45454 1.81575 3.14479
H -0.64492 0.40992 3.13537
H -1.78945 1.46121 2.17586
H -1.45283 -3.85504 -1.91073
H -1.37768 -2.11247 -0.37413
```

Values from the calculation:
* multiplicity: 3
* HOMO (spin up / spin down): -15.84 / -18.53 eV
* frontier orbital gap (spin up / spin down): 8.49 / 8.20 eV
* total charge: +2
* E_LUMO (spin up / spin down): -7.3 / -10.3 eV

Here are the natural (NBO) charges for atoms 1 to 4, given in e: 0.386 -0.445 -0.157 -0.279

---

2.
Formula: C3H11N5
Source: the Open Molecules 2025 dataset
Level of theory: wB97M-V/def2-TZVPD

The geometry in XYZ format:
```
19
C3H11N5, DFT wB97M-V/def2-TZVPD
C 0.71732 -0.20121 0.19837
C -1.45419 -0.62100 -0.47458
C -1.10483 0.81448 -0.81942
N 1.92876 -0.40395 0.66384
N -0.23488 -1.14709 0.06004
N 0.23659 1.06693 -0.27377
N 0.00662 -2.44662 0.05609
N 0.43492 2.18049 0.63945
H -2.38773 -0.92083 0.08707
H -1.66352 -1.16937 -1.41306
H -1.10693 0.87725 -1.83582
H -1.65746 1.56625 -0.35327
H 2.54977 0.36054 0.52179
H -0.79368 -3.07676 -0.17216
H 2.16888 -1.38629 1.00781
H 0.88157 -2.79076 -0.34840
H 0.02592 1.94885 1.59523
H -0.00793 2.95935 0.19171
H 1.46080 2.38975 0.66907
```

Values from the calculation:
* multiplicity: 3
* HOMO (spin up / spin down): -14.00 / -18.94 eV
* frontier orbital gap (spin up / spin down): 6.87 / 8.05 eV
* total charge: +2
* E_LUMO (spin up / spin down): -7.1 / -10.9 eV

Here are the natural (NBO) charges for atoms 1 to 4, given in e: 0.296 -0.284 -0.223 -0.726

---

Pick 2: it beats the second-best structure by 0.0032 hartree.

---

1.
Formula: C2H12N2O3
Source: the Open Molecules 2025 dataset
Level of theory: wB97M-V/def2-TZVPD

The geometry in XYZ format:
```
19
C2H12N2O3, DFT wB97M-V/def2-TZVPD
H 1.19638 2.38975 0.92500
N 1.61429 1.46821 0.88400
C 0.70524 0.67718 1.35511
N 0.56283 -0.66352 1.38936
C -0.70516 -1.40972 1.34052
H -0.19854 1.14565 1.77516
H 1.22382 -1.10703 0.75465
H -0.67070 -2.20464 2.08655
H -0.79584 -1.85550 0.35503
H -1.51851 -0.72916 1.60462
O -0.89904 -0.63310 -2.14771
H -0.64954 -0.78610 -3.06471
H -0.00240 -0.53301 -1.77060
O -2.17818 1.19971 -0.25322
H -2.13281 2.02438 -0.74543
H -1.61943 0.60676 -0.78011
O 1.78213 -0.11197 -1.48088
H 1.57041 0.40444 -0.66574
H 2.71504 0.11767 -1.56160
```

Values from the calculation:
* HOMO: -9.47 eV
* frontier orbital gap: 10.25 eV
* total charge: 0
* E_LUMO: 0.8 eV

Here are the natural (NBO) charges for atoms 1 to 4, given in e: 0.358 -0.791 0.308 -0.600

---

2.
Formula: C2H12N2O3
Source: the Open Molecules 2025 dataset
Level of theory: wB97M-V/def2-TZVPD

The geometry in XYZ format:
```
19
C2H12N2O3, DFT wB97M-V/def2-TZVPD
H -1.98436 -2.91181 -0.70955
N -1.24938 -2.24142 -0.55050
C -1.32654 -1.02242 -0.88945
N -0.26478 -0.19629 -0.56463
C -0.03794 1.03382 -1.27561
H -2.16497 -0.55908 -1.43511
H -0.01924 -0.26277 0.43414
H 1.04031 1.35364 -1.29773
H -0.15859 0.85192 -2.32957
H -0.68220 1.88426 -0.99232
O -0.97723 0.57258 6.61811
H -0.71240 1.48519 6.47750
H -0.50294 0.07301 5.95450
O 1.68539 1.89072 -4.29506
H 2.49975 2.40121 -4.45296
H 1.89066 1.03049 -4.66908
O 0.94951 -1.43536 1.49541
H 1.59490 -1.72281 0.84149
H 0.42004 -2.22487 1.64040
```

Values from the calculation:
* HOMO: -8.56 eV
* frontier orbital gap: 9.28 eV
* total charge: 0
* E_LUMO: 0.7 eV

Here are the natural (NBO) charges for atoms 1 to 4, given in e: 0.352 -0.739 0.295 -0.666

---

Pick 1: it beats the second-best structure by 0.0255 hartree.